ORCA calculation (wB97M-V/def2-TZVPD) on 2 unconnected molecules or ions with the total composition CH2N2O3S.

**Relative energy (zero: lowest compared OMol25 entry of this formula, charge and spin)**: 223.3 kJ/mol
**HOMO level**: -0.39963 Eh
**SMILES string**: N#S(=O)O.N=C=O
**HOMO-LUMO gap**: 10.6 eV

Cartesian coordinates (Å):
N 0.962 -0.196 1.208
S 1.493 1.075 0.889
O 2.535 1.903 1.448
O 0.860 1.970 -0.319
H 0.066 1.517 -0.780
N -1.586 -2.205 -0.623
C -1.384 -1.031 -0.642
O -1.070 -0.011 -1.026
H -1.877 -3.022 -0.156



ORCA calculation (wB97M-V/def2-TZVPD) on C4H8ClNO2 in the gas phase.

**Relative energy (zero: lowest compared OMol25 entry of this formula, charge and spin)**: 233.5 kJ/mol
**HOMO level**: -0.36824 Eh
**SMILES string**: C[C@H](Cl)CONC=O
**HOMO-LUMO gap**: 10.7 eV

Cartesian coordinates (Å):
C 1.520 1.282 -0.513
C 1.554 0.002 0.371
Cl 2.561 -1.201 -0.470
C 0.204 -0.476 0.745
O -0.399 -0.974 -0.428
N -1.747 -1.211 -0.135
C -2.593 -0.116 -0.357
O -3.817 -0.292 -0.370
H 1.238 1.138 -1.629
H 0.922 2.039 0.074
H 2.521 1.619 -0.688
H 2.119 0.306 1.217
H -0.212 0.566 1.162
H 0.230 -1.267 1.559
H -2.061 -2.271 -0.229
H -2.041 0.857 -0.306



ORCA calculation (wB97M-V/def2-TZVPD) on a molecular structure, C31H30N5O7SSb2Se2Sn.

**Relative energy (zero: lowest compared OMol25 entry of this formula, charge and spin)**: 0.0 kJ/mol
**HOMO level**: -0.36410 Eh
**HOMO-LUMO gap**: 6.5 eV
**Charge**: +1

Cartesian coordinates (Å):
Sn -0.360 -1.264 0.980
Se -4.531 -4.908 6.854
N -4.611 -4.938 5.080
C -3.681 -4.133 4.641
C -3.433 -3.891 3.223
C -4.184 -4.504 2.219
C -3.894 -4.224 0.905
C -2.854 -3.345 0.618
N -2.123 -2.763 1.566
C -2.409 -3.020 2.859
C -1.604 -2.342 3.887
N -0.652 -1.510 3.453
C 0.113 -0.877 4.329
C -0.035 -1.039 5.703
C -1.016 -1.889 6.165
C -1.823 -2.562 5.246
C -2.884 -3.480 5.643
N -3.175 -3.761 6.885
H -4.979 -5.183 2.498
H -4.448 -4.672 0.094
H -2.602 -3.097 -0.404
H 0.872 -0.218 3.920
H 0.610 -0.502 6.385
H -1.175 -2.051 7.222
C 3.772 1.402 0.411
Sb 3.603 -0.630 -0.284
C 5.684 -1.069 0.013
C 3.812 -0.185 -2.432
C 4.170 1.239 -2.705
C 5.500 1.635 -2.549
C 5.891 2.956 -2.681
C 4.943 3.924 -2.978
C 3.627 3.543 -3.176
C 3.224 2.213 -3.061
C 1.797 1.883 -3.408
Sb 0.552 1.063 -1.867
C -1.278 1.673 -2.771
C 0.444 -1.461 -4.643
H 4.716 1.841 0.093
H 3.721 1.402 1.501
H 2.961 2.019 0.026
H 6.310 -0.268 -0.377
H 5.935 -2.007 -0.481
H 5.876 -1.179 1.080
H 2.900 -0.507 -2.933
H 4.611 -0.855 -2.756
H 6.243 0.881 -2.318
H 6.930 3.228 -2.553
H 5.229 4.963 -3.079
H 2.890 4.291 -3.446
H 1.752 1.133 -4.203
H 1.280 2.771 -3.773
H -1.333 1.237 -3.767
H -1.291 2.760 -2.846
H -2.129 1.322 -2.192
H 0.445 -0.571 -5.269
H -0.229 -2.207 -5.061
H 1.454 -1.862 -4.555
O -2.015 0.134 1.098
C -1.745 1.355 0.872
N -0.513 1.801 1.082
S 0.033 3.224 0.587
O 0.642 2.974 -0.777
O -1.299 4.115 0.276
C -2.540 3.556 0.072
C -3.522 4.397 -0.426
C -4.790 3.888 -0.636
C -5.082 2.554 -0.357
C -4.096 1.730 0.140
C -2.808 2.225 0.364
H -3.278 5.428 -0.639
H -5.562 4.539 -1.025
H -6.077 2.168 -0.532
H -4.289 0.689 0.358
O -0.043 -1.039 -3.346
Se -0.443 -2.376 -2.235
O 0.952 -2.869 -1.618
O -1.308 -1.510 -1.116
O -1.350 -3.383 -3.077



ORCA calculation (wB97M-V/def2-TZVPD) on C4H3N3O in the gas phase.

**Relative energy (zero: lowest compared OMol25 entry of this formula, charge and spin)**: 344.1 kJ/mol
**HOMO level**: -0.40763 Eh
**SMILES string**: Cc1nonc1C#N
**HOMO-LUMO gap**: 10.6 eV

Cartesian coordinates (Å):
C -0.134 2.233 0.014
C -0.649 0.672 -0.170
N -1.823 0.235 -0.047
O -1.570 -1.175 0.190
N -0.330 -1.525 -0.111
C 0.341 -0.417 -0.080
C 1.733 -0.442 -0.013
N 2.883 -0.218 0.075
H -0.981 2.812 0.153
H 0.516 2.638 -0.742
H 0.171 2.230 1.154



ORCA calculation (wB97M-V/def2-TZVPD) on C4H7NO2 in the gas phase.

**Relative energy (zero: lowest compared OMol25 entry of this formula, charge and spin)**: 142.9 kJ/mol
**HOMO level**: -0.34163 Eh
**SMILES string**: O=C1CNC[C@@H]1O
**HOMO-LUMO gap**: 10.1 eV

Cartesian coordinates (Å):
O 0.620 -2.045 -0.707
C 0.061 -1.097 -0.197
C -1.369 -0.627 -0.387
N -1.214 0.817 -0.656
C 0.139 1.241 -0.181
C 0.832 0.024 0.472
O 2.200 -0.094 0.206
H -1.800 -1.146 -1.239
H -2.009 -0.844 0.488
H -1.249 0.961 -1.668
H 0.092 2.100 0.497
H 0.771 1.521 -1.026
H 0.669 0.022 1.562
H 2.307 -0.941 -0.264



ORCA calculation (wB97M-V/def2-TZVPD) on C9H10F2S in the gas phase.

**Relative energy (zero: lowest compared OMol25 entry of this formula, charge and spin)**: 0.0 kJ/mol
**HOMO level**: -0.32582 Eh
**SMILES string**: C[C@@H](S)C(F)(F)c1ccccc1
**HOMO-LUMO gap**: 9.5 eV

Cartesian coordinates (Å):
C -1.726 -1.358 0.572
C -2.044 -0.237 -0.390
S -3.824 0.033 -0.370
C -1.211 1.233 0.303
F -1.655 1.468 1.553
F -1.660 2.273 -0.455
C 0.194 0.975 0.193
C 0.779 1.027 -1.054
C 2.159 1.080 -1.120
C 2.946 0.625 -0.084
C 2.346 0.461 1.230
C 0.982 0.666 1.316
H -2.328 -1.200 1.458
H -0.764 -1.243 0.992
H -1.880 -2.196 0.008
H -1.550 -0.301 -1.264
H -3.636 1.298 -0.758
H 0.229 1.184 -1.992
H 2.550 1.122 -2.191
H 4.000 0.687 -0.119
H 2.804 0.102 2.118
H 0.569 0.932 2.356



ORCA calculation (wB97M-V/def2-TZVPD) on a molecular structure, C29H23BrMnN6O2S2.

**Multiplicity**: 2
**Relative energy (zero: lowest compared OMol25 entry of this formula, charge and spin)**: 14.1 kJ/mol
**HOMO level (alpha / beta)**: -0.27344 / -0.25438 Eh
**HOMO-LUMO gap (alpha / beta)**: 7.8 / 7.3 eV
**<S²>**: 0.939

Cartesian coordinates (Å):
Mn -0.311 -0.114 0.344
S 4.063 0.090 1.435
C 4.050 -0.030 -0.296
C 5.115 -0.059 -1.196
C 4.824 -0.146 -2.543
C 3.496 -0.198 -2.993
C 2.442 -0.172 -2.102
C 2.731 -0.090 -0.741
N 1.783 -0.057 0.275
C 2.325 0.045 1.442
C 1.468 0.128 2.631
C 1.958 0.222 3.929
C 1.059 0.292 4.980
C -0.307 0.265 4.705
C -0.767 0.173 3.396
C 0.109 0.104 2.299
H 6.139 -0.009 -0.850
H 5.632 -0.168 -3.262
H 3.295 -0.252 -4.055
H 1.409 -0.196 -2.429
H 3.026 0.240 4.126
H 1.414 0.360 6.000
H -1.014 0.312 5.528
H -1.842 0.142 3.221
S -0.069 2.442 -0.456
C -1.554 2.818 0.241
N -2.665 3.185 -0.417
C -3.842 3.242 0.444
C -3.220 3.067 1.849
N -1.813 2.841 1.555
H -2.695 3.142 -1.421
H -4.535 2.436 0.202
H -4.366 4.190 0.342
H -3.648 2.219 2.383
H -3.346 3.962 2.457
H -1.193 2.340 2.178
N 0.505 -4.217 -0.342
C 0.814 -2.901 -0.197
N -0.147 -2.215 0.348
C -1.176 -3.130 0.579
C -2.436 -2.941 1.147
C -3.264 -4.040 1.240
C -2.854 -5.309 0.792
C -1.604 -5.511 0.243
C -0.779 -4.393 0.148
H 1.101 -4.918 -0.744
H 1.763 -2.492 -0.508
H -2.732 -1.963 1.500
H -4.253 -3.928 1.666
H -3.532 -6.147 0.885
H -1.286 -6.489 -0.093
Br -7.771 -0.390 -0.112
C -6.196 -0.406 -1.146
C -6.274 -0.563 -2.521
N -5.201 -0.570 -3.305
C -4.007 -0.429 -2.721
C -3.845 -0.277 -1.356
C -4.959 -0.263 -0.544
C -2.463 -0.159 -0.762
O -1.460 -0.295 -1.486
O -2.338 0.060 0.476
H -7.237 -0.691 -3.002
H -3.134 -0.433 -3.362
H -4.849 -0.152 0.527



ORCA calculation (wB97M-V/def2-TZVPD) on a molecular structure, C2H4DyLiO2.

**Multiplicity**: 7
**Relative energy (zero: lowest compared OMol25 entry of this formula, charge and spin)**: 193.1 kJ/mol
**HOMO level (alpha / beta)**: -0.32420 / -0.44622 Eh
**HOMO-LUMO gap (alpha / beta)**: 4.1 / 6.0 eV
**<S²>**: 13.034
**Charge**: +1

Cartesian coordinates (Å):
O -0.435 0.098 -2.208
C 1.201 0.309 0.137
C 0.347 -0.388 0.948
O -0.978 -0.106 0.989
H 0.124 0.449 -2.899
H 0.939 1.348 -0.107
H 2.228 -0.045 0.032
H 0.771 -1.051 1.716
Dy -2.809 -1.283 2.202
Li -1.389 0.668 -0.810



ORCA calculation (wB97M-V/def2-TZVPD) on 2 unconnected molecules or ions with the total composition C6H12O.

**Relative energy (zero: lowest compared OMol25 entry of this formula, charge and spin)**: 486.2 kJ/mol
**HOMO level**: -0.33179 Eh
**HOMO-LUMO gap**: 8.9 eV

Cartesian coordinates (Å):
C -1.099 -1.573 -0.942
C -0.841 -0.092 -0.699
C -1.015 0.350 0.761
C -0.131 1.585 0.807
O 1.024 1.223 0.035
C 0.615 0.300 -0.990
C 2.094 -0.601 1.243
H -2.139 -1.835 -0.724
H -0.892 -1.847 -1.983
H -0.447 -2.172 -0.293
H -1.506 0.513 -1.331
H -0.595 -0.407 1.431
H -2.059 0.544 1.029
H 0.217 1.869 1.804
H -0.642 2.455 0.362
H 0.757 0.752 -1.978
H 2.443 0.263 1.833
H 1.268 -0.571 -0.907
H 2.949 -0.757 0.540



ORCA calculation (wB97M-V/def2-TZVPD) on a molecular structure, C10H26BNO3SiTl.

**HOMO level**: -0.68225 Eh
**HOMO-LUMO gap**: 4.4 eV
**Charge**: +3

Cartesian coordinates (Å):
C 1.267 -0.460 2.963
O 2.043 0.394 2.145
C 2.793 -0.264 1.149
C 2.990 0.641 -0.070
C 2.918 -0.093 -1.410
C 1.599 0.117 -2.190
Si 0.106 -0.033 -1.091
C -1.229 -1.242 -1.603
C -1.963 -2.121 -0.540
C -3.482 -1.924 -0.559
O -1.687 -3.482 -0.843
B -0.659 2.107 -1.128
O -0.582 2.601 -2.328
N -1.077 2.502 0.152
C -0.017 2.567 1.177
C -2.340 1.907 0.649
H 0.468 0.136 3.397
H 0.823 -1.271 2.369
H 1.867 -0.904 3.757
H 3.782 -0.544 1.520
H 2.316 -1.214 0.868
H 3.996 1.045 0.012
H 2.322 1.505 -0.038
H 3.694 0.311 -2.057
H 3.142 -1.149 -1.279
H 1.439 -0.666 -2.942
H 1.664 1.035 -2.769
H 0.467 -0.276 0.322
H -1.989 -0.752 -2.211
H -0.694 -1.968 -2.227
H -1.641 -1.971 0.513
H -3.820 -1.252 0.231
H -3.976 -2.887 -0.436
H -3.838 -1.536 -1.508
H -0.928 -3.834 -0.361
H 0.067 3.320 -2.470
H -0.324 3.317 1.908
H 0.101 1.605 1.677
H 0.923 2.889 0.744
H -2.660 2.503 1.502
H -2.142 0.894 0.994
H -3.109 1.945 -0.117
Tl -2.633 -3.495 2.129



ORCA calculation (wB97M-V/def2-TZVPD) on 2 unconnected molecules or ions with the total composition C16H17F3NO.

**Relative energy (zero: lowest compared OMol25 entry of this formula, charge and spin)**: 194.0 kJ/mol
**HOMO level**: -0.45994 Eh
**HOMO-LUMO gap**: 5.7 eV
**Charge**: +1

Cartesian coordinates (Å):
F -3.612 0.879 -1.902
C -2.739 1.538 -1.060
C -2.630 2.922 -1.192
C -1.754 3.555 -0.309
F -1.640 4.927 -0.382
C -1.000 2.875 0.633
C -1.099 1.460 0.746
C -0.240 0.796 1.689
C -0.546 -0.492 2.234
C 0.492 -1.282 2.806
C 0.236 -2.553 3.301
C -1.050 -3.110 3.228
C -2.073 -2.317 2.710
F -3.338 -2.855 2.634
C -1.872 -1.020 2.259
C -2.014 0.798 -0.132
H -3.198 3.476 -1.935
H -0.331 3.401 1.311
H 0.798 1.134 1.671
H 1.499 -0.860 2.843
H 1.047 -3.128 3.749
H -1.254 -4.125 3.565
H -2.718 -0.429 1.912
H -2.147 -0.283 -0.097
C 2.421 3.080 7.177
C 1.889 3.119 5.763
O 2.960 3.532 4.918
C 1.310 1.800 5.280
N 1.051 1.872 3.827
H 1.651 2.762 7.887
H 3.268 2.387 7.256
H 2.773 4.069 7.490
H 1.075 3.857 5.716
H 2.600 3.524 4.013
H 2.032 1.003 5.525
H 0.372 1.621 5.818
H 1.900 1.530 3.373
H 0.303 1.223 3.615



ORCA calculation (wB97M-V/def2-TZVPD) on a molecular structure, C3H12N3O.

**Relative energy (zero: lowest compared OMol25 entry of this formula, charge and spin)**: 507.1 kJ/mol
**HOMO level**: -0.52129 Eh
**HOMO-LUMO gap**: 9.6 eV
**Charge**: +1

Cartesian coordinates (Å):
C -0.631 1.625 0.717
C 0.109 -1.188 1.993
C 0.195 0.585 -1.407
N 1.228 -0.451 -1.673
N 0.149 0.709 0.018
N -0.299 -1.026 0.573
O -1.071 0.167 -1.778
H -1.653 1.368 0.627
H -0.341 1.888 1.815
H -0.569 2.456 0.167
H 0.528 -2.297 2.204
H 0.888 -0.524 2.095
H -0.685 -0.941 2.558
H 0.665 1.519 -1.710
H 2.017 -0.434 -1.042
H 1.570 -0.368 -2.638
H 0.175 -1.721 -0.074
H -1.248 -1.122 0.251
H -1.025 -0.243 -2.693



ORCA calculation (wB97M-V/def2-TZVPD) on C16H19N5O2S3 in the gas phase.

**Relative energy (zero: lowest compared OMol25 entry of this formula, charge and spin)**: 0.1 kJ/mol
**HOMO level**: -0.29908 Eh
**SMILES string**: CCCCc1nnc(NC(=O)CSCc2cc(=O)n3c(C)csc3n2)s1
**HOMO-LUMO gap**: 8.3 eV

Cartesian coordinates (Å):
C -4.222 -1.694 1.200
C -3.621 -0.727 0.186
C -3.215 -1.418 -1.117
C -1.922 -2.226 -0.986
C -0.702 -1.402 -1.149
N -0.642 -0.181 -1.522
N 0.586 0.305 -1.658
C 1.518 -0.550 -1.381
N 2.831 -0.200 -1.517
C 4.015 -0.729 -1.063
O 5.041 -0.123 -1.263
C 4.010 -2.058 -0.360
S 3.280 -2.023 1.324
C 3.542 -0.295 1.867
C 2.381 0.562 1.477
C 1.101 0.256 1.840
C -0.017 1.037 1.412
O -1.179 0.848 1.707
N 0.358 2.114 0.555
C -0.500 2.982 -0.107
C -1.976 2.850 -0.032
C 0.166 3.888 -0.844
S 1.890 3.693 -0.770
C 1.675 2.338 0.282
N 2.675 1.630 0.707
S 0.898 -2.115 -0.900
H -3.509 -2.465 1.484
H -4.507 -1.157 2.101
H -5.107 -2.180 0.792
H -4.363 0.041 -0.043
H -2.756 -0.235 0.629
H -3.076 -0.673 -1.902
H -4.018 -2.091 -1.426
H -1.882 -2.729 -0.017
H -1.891 -3.008 -1.753
H 2.950 0.726 -1.921
H 5.046 -2.384 -0.261
H 3.437 -2.805 -0.910
H 3.633 -0.358 2.951
H 4.467 0.083 1.436
H 0.886 -0.605 2.452
H -2.442 3.668 -0.573
H -2.270 1.902 -0.480
H -2.315 2.845 1.001
H -0.254 4.664 -1.448



ORCA calculation (wB97M-V/def2-TZVPD) on a molecular structure, C4H11BrSi.

**Relative energy (zero: lowest compared OMol25 entry of this formula, charge and spin)**: 146.6 kJ/mol
**HOMO level**: -0.31464 Eh
**HOMO-LUMO gap**: 9.3 eV

Cartesian coordinates (Å):
C -0.360 2.125 0.335
C 1.553 -1.715 -1.768
C 0.600 -1.593 1.304
C -0.564 0.952 -0.476
Si 1.220 -0.646 -0.181
Br 3.125 0.644 0.155
H -0.155 1.911 1.427
H 0.515 2.813 0.032
H -1.304 2.765 0.323
H 1.005 -2.627 -1.586
H 1.230 -1.369 -2.737
H 2.731 -1.920 -1.972
H 1.089 -2.496 1.475
H 1.068 -0.984 2.157
H -0.469 -1.744 1.241
H -0.523 1.200 -1.530
H -1.329 0.288 -0.402



ORCA calculation (wB97M-V/def2-TZVPD) on a molecular structure, C12H26BCsF4N5O4.

**Relative energy (zero: lowest compared OMol25 entry of this formula, charge and spin)**: 0.0 kJ/mol
**HOMO level**: -0.19940 Eh
**HOMO-LUMO gap**: 7.5 eV
**Charge**: -1

Cartesian coordinates (Å):
Cs -0.654 0.097 1.360
C -1.183 3.613 3.206
O -0.854 2.321 3.688
C 0.274 2.342 4.528
C 0.490 0.950 5.079
O 0.836 0.007 4.093
C 2.226 -0.011 3.780
H -1.427 4.280 4.042
H -2.042 3.515 2.549
H -0.361 4.041 2.627
H 0.115 3.039 5.365
H 1.158 2.689 3.974
H -0.449 0.610 5.525
H 1.256 0.983 5.866
H 2.806 -0.229 4.684
H 2.558 0.952 3.374
H 2.403 -0.796 3.046
N 0.693 -4.428 0.081
C 1.958 -4.214 0.785
C 2.195 -2.753 1.239
O 3.212 -2.546 1.919
O 1.319 -1.911 0.893
H 0.860 -4.615 -0.899
H 0.217 -3.528 0.113
H 2.813 -4.499 0.166
H 2.017 -4.828 1.688
C 0.291 0.419 -2.156
N -0.747 -0.553 -1.781
C -0.370 -1.856 -2.332
N -0.226 -1.823 -3.793
C 0.791 -0.817 -4.119
N 0.450 0.511 -3.613
C -0.845 0.906 -4.180
N -1.906 -0.060 -3.864
C -2.014 -0.137 -2.401
C -1.498 -1.371 -4.362
H 1.236 0.099 -1.710
H 0.021 1.401 -1.766
H -1.140 -2.589 -2.075
H 0.572 -2.167 -1.875
H 0.898 -0.765 -5.206
H 1.744 -1.128 -3.685
H -0.746 0.975 -5.267
H -1.125 1.880 -3.778
H -2.783 -0.871 -2.145
H -2.306 0.837 -2.013
H -1.400 -1.322 -5.450
H -2.274 -2.100 -4.114
F -2.595 2.037 0.301
B -1.820 3.111 -0.225
F -0.479 2.904 0.207
F -2.303 4.322 0.256
F -1.861 3.074 -1.625



ORCA calculation (wB97M-V/def2-TZVPD) on a molecular structure, C5H11NO.

**Relative energy (zero: lowest compared OMol25 entry of this formula, charge and spin)**: 476.9 kJ/mol
**HOMO level**: -0.30408 Eh
**HOMO-LUMO gap**: 8.7 eV

Cartesian coordinates (Å):
C -1.032 0.528 -1.248
C -1.347 -0.597 0.557
N -0.097 -0.831 0.929
C 0.468 0.102 1.894
C 0.318 -0.760 -0.670
O 0.202 -1.805 -1.284
C 1.532 0.160 -0.764
H -2.069 0.256 -1.478
H -0.515 0.578 -2.214
H -1.031 1.513 -0.768
H -1.819 -1.360 -0.049
H -1.979 0.129 1.074
H 0.081 -0.176 2.878
H 1.556 0.002 1.916
H 0.215 1.158 1.696
H 1.709 0.285 -1.834
H 2.414 -0.322 -0.327
H 1.395 1.139 -0.306



Max |F| in eV/Å, matching the order above: 4.77; 3.41; 0.22; 5.82; 0.75; 6.39; 0.98; 2.59; 0.38; 3.97; 2.97; 4.98; 1.67; 5.88; 0.15; 0.62
Electronic energy in a.u., matching the order above: -772.6218; -822.5485; -7895.3749; -393.5884; -361.8264; -946.8015; -6119.4179; -1121.2871; -310.8741; -1162.7567; -1049.1545; -360.6416; -2239.9540; -3022.4975; -1492.3993; -326.9497